Molecular formula: C5H10O2
Method: DFT, the ωB97M-V functional and the def2-TZVPD basis

Its total energy is -346.95810 a.u. As for the SMILES: C[C@@H]1[C@H](O)C[C@@H]1O. The value obtained for the HOMO-LUMO gap is 10.616 eV. Its spin multiplicity is 1. As for the energy above the lowest of the compared OMol25 structures with the same formula, charge and spin: 176.78 kJ/mol.

XYZ file:
```
17
Properties=species:S:1:pos:R:3:nbo_charge:R:1
O 0.48402 -2.08975 0.40472 -0.7137
O 0.05988 1.75038 -1.29735 -0.7107
C 0.61019 -0.75054 0.82099 0.1047
C -0.63969 0.11432 0.53110 -0.2559
C 1.45879 0.19290 -0.05500 -0.4587
C 0.31773 1.21503 -0.02075 0.1060
C -1.59137 -0.46250 -0.50506 -0.6110
H 2.44289 0.50497 0.30723 0.2089
H 1.36695 -2.47995 0.40033 0.4698
H 1.54437 -0.20731 -1.06997 0.2267
H 0.48584 2.01500 0.71491 0.1599
H -1.19615 0.40311 1.43072 0.2009
H -0.72261 2.31220 -1.24282 0.4683
H 0.89763 -0.69797 1.88164 0.1580
H -1.08315 -0.66733 -1.45043 0.2206
H -2.40523 0.24408 -0.70688 0.2027
H -2.03010 -1.39663 -0.14338 0.2234
```

Molecular formula: C36H48NO2P
Method: DFT, the ωB97M-V functional and the def2-TZVPD basis

Its total energy is -1947.15920 a.u. The value obtained for the HOMO-LUMO gap is 6.478 eV. Its spin multiplicity is 1.

XYZ file:
```
88
Properties=species:S:1:pos:R:3:lowdin_charge:R:1
P -0.16968 -0.86670 -0.79140 1.1846
O -3.03550 4.13403 2.96059 -0.0111
O -3.31176 3.04323 0.95581 -0.0743
N -0.48183 3.04216 1.92716 -0.0109
C 1.07050 -3.66311 3.02533 -0.0657
C -2.65737 0.28247 -1.49355 -0.1896
C -1.02492 -2.74264 -2.64057 -0.1925
C 4.41865 -1.25871 -2.11375 -0.1932
C -3.50114 1.24662 -2.33507 -0.1813
C 1.50810 -0.97782 -1.56243 -0.3490
C -2.72399 3.74482 1.81964 -0.6637
C -2.77120 -4.56248 -2.17973 -0.1929
C -0.64650 1.80382 -1.79097 -0.1805
C 1.96537 3.22015 4.71067 -0.0975
C 2.42131 -3.38599 3.27096 -0.0777
C -0.90004 -2.51982 -1.11959 -0.3663
C 0.29269 -2.76461 2.29117 -0.0386
C -2.19985 -2.84074 -0.36963 -0.1901
C 0.25342 4.79704 3.17553 -0.1477
C 2.22153 -2.33134 -1.34934 -0.1863
C 1.24367 2.61690 3.67558 -0.0194
C 0.96205 5.38716 4.21714 -0.0298
C -2.65615 -4.27401 -0.67689 -0.1846
C -1.15436 0.34865 -1.81332 -0.3266
C -1.53899 2.77854 -2.57962 -0.1849
C 2.98496 -2.20901 2.77447 -0.0635
C -1.52518 -4.15185 -2.97761 -0.1863
C -0.70097 1.73653 1.53929 -0.0604
C -0.70201 5.38017 2.19439 -0.0598
C 0.86483 -1.59862 1.77230 -0.1926
C 3.72980 0.11439 -2.03491 -0.1784
C 1.79364 4.58193 5.00389 -0.1085
C -0.04218 -0.58740 0.97616 -0.3137
C 2.47687 0.13312 -1.14179 -0.1915
C 0.29226 0.84661 1.28052 -0.1193
C 0.38804 3.42185 2.92817 -0.1595
C 2.19069 -1.28464 2.07909 -0.0631
C -3.00810 2.68073 -2.17764 -0.1999
C -1.26956 4.15156 1.44625 -0.1796
C 3.45191 -2.43966 -2.25855 -0.1871
H 2.00620 1.12761 -1.18007 0.1021
H -1.93443 -4.97102 -0.22962 0.1167
H 2.65895 2.61431 5.29321 0.0949
H 0.38165 1.86062 -2.18347 0.1039
H 1.27442 -0.85816 -2.64074 0.1265
H 1.31053 1.55674 3.43991 0.0853
H -3.12367 2.97086 -1.11974 0.0855
H 4.43865 0.86491 -1.66485 0.1157
H 0.60452 -4.57388 3.40017 0.1071
H -3.64537 -4.03021 -2.58403 0.1175
H -0.05773 -2.58015 -3.14245 0.1081
H 2.76371 -0.04060 -0.09421 0.0896
H -0.14014 -3.21697 -0.73048 0.1110
H -1.74210 -4.19805 -4.05162 0.1148
H -2.95481 -5.63422 -2.32925 0.1119
H -3.04956 -0.72817 -1.66903 0.0812
H -2.05809 -2.72680 0.71527 0.0883
H -4.55013 1.16995 -2.02784 0.1203
H -1.17505 3.80212 -2.42616 0.1131
H 1.33958 1.14374 1.34901 0.0969
H 1.56753 -3.19274 -1.54496 0.0971
H -0.18714 6.02124 1.46539 0.1190
H -3.44199 0.95324 -3.39184 0.1133
H 2.61510 -0.31500 1.81970 0.0976
H -2.99911 -2.14184 -0.65046 0.0981
H 2.32440 5.01374 5.85536 0.0935
H -1.44807 2.55063 -3.65170 0.1107
H 0.84739 6.45612 4.40081 0.1128
H 5.11260 -1.25824 -2.96119 0.1097
H 3.97650 -3.37665 -2.03724 0.1148
H -1.74410 1.45570 1.36468 0.1248
H -1.07743 -0.75286 1.34122 0.1311
H 3.11013 -2.50624 -3.30039 0.1151
H 4.04236 -1.98909 2.92060 0.1092
H 2.52136 -2.39853 -0.29039 0.1126
H -1.20015 4.26260 0.35604 0.1336
H -0.71548 -4.86842 -2.78480 0.1159
H -0.59984 2.13499 -0.74380 0.0876
H -1.72030 -2.00333 -3.06743 0.1114
H 5.02786 -1.40840 -1.21094 0.1140
H -1.49716 5.96878 2.66141 0.1234
H -0.77280 -2.94592 2.13818 0.0997
H -3.62226 -4.45077 -0.19114 0.1161
H -3.61638 3.36447 -2.78251 0.1155
H 3.02462 -4.08052 3.85883 0.1067
H -2.80623 0.52479 -0.42489 0.1229
H -1.00489 -0.02415 -2.84531 0.1204
H 3.42734 0.42046 -3.04494 0.1157
```

Molecular formula: C5H14
Method: DFT, the ωB97M-V functional and the def2-TZVPD basis

Its total energy is -198.76705 a.u. As for the total charge: -1. Its expectation value of S² is 0.7503. The value obtained for the HOMO-LUMO gap (alpha / beta) is 2.694 / 11.726 eV. Its spin multiplicity is 2. As for the energy above the lowest of the compared OMol25 structures with the same formula, charge and spin: 171.94 kJ/mol.

XYZ file:
```
19
Properties=species:S:1:pos:R:3:lowdin_spin:R:1
C 0.82290 -0.72559 0.91294 0.0529
C 1.99257 0.11758 0.80810 0.1071
C -2.43987 1.80974 -0.56225 0.1234
C -1.54520 0.81521 -1.52161 0.2344
C 1.20288 -2.08708 0.46956 0.1229
H -0.10134 -0.35131 0.41439 0.0080
H -3.39672 1.49830 -0.66285 0.0180
H -2.04889 1.56038 0.37198 0.0111
H -1.98146 2.79848 -0.74457 0.0256
H -2.13886 0.96912 -2.37178 0.0399
H -1.50699 -0.21836 -1.25254 0.0379
H 1.34890 -2.16032 -0.58929 0.0352
H 2.75587 -0.15057 1.49929 0.0106
H 0.51562 -0.72553 1.91499 0.0114
H 0.47638 -2.89865 0.55824 0.0301
H 2.00803 -2.44163 1.24112 0.0126
H 2.56213 0.19318 -0.11104 0.0300
H 1.77660 1.21471 0.77916 0.0352
H -0.46892 1.13301 -1.68755 0.0537
```

Molecular formula: C34H64IN3O8P
Method: DFT, the ωB97M-V functional and the def2-TZVPD basis

Its total energy is -2738.52688 a.u. As for the total charge: +1. The value obtained for the HOMO-LUMO gap is 6.184 eV. Its spin multiplicity is 1. As for the energy above the lowest of the compared OMol25 structures with the same formula, charge and spin: 562.15 kJ/mol.

XYZ file:
```
111
Properties=species:S:1:pos:R:3:lowdin_charge:R:1
I -3.03242 6.18185 -0.23662 0.8101
P -0.14231 3.80330 0.49309 0.7425
O 0.95418 2.05644 -2.31490 -0.2080
O -0.93159 -6.49844 -3.72474 -0.1679
O 0.37030 5.84566 3.93833 -0.1766
O 6.87242 1.76703 0.91215 -0.1600
O -6.60419 -0.65973 0.43235 0.0571
O -3.16160 -4.34736 0.59049 -0.1798
O -3.88994 -0.20886 1.50624 -0.0726
O 3.40397 -0.62661 -0.49496 -0.1741
N 0.57902 3.44264 1.90340 -0.3076
N -4.81320 2.00188 0.84239 -0.0254
N -6.13599 1.62351 0.96619 -0.1152
C 7.45647 3.71967 -0.29690 -0.1778
C 6.38690 2.90733 1.63525 -0.2024
C -3.19246 4.04620 0.31536 -0.5797
C -1.82587 -1.46013 2.07260 -0.0538
C 0.21258 -5.99442 -4.42819 -0.2030
C 1.01296 6.14524 5.18783 -0.1929
C -2.19633 1.65058 0.98511 0.0773
C 1.24664 0.10734 -3.63212 -0.1654
C -0.48142 -7.94584 -5.54592 -0.1755
C -6.51708 0.53919 0.02780 -0.3210
C -3.67073 1.11842 1.10903 -0.0721
C -2.05278 -6.35474 -0.00944 -0.1640
C -3.64904 -4.76678 -0.69389 -0.1944
C -0.07819 6.55058 6.15781 -0.1751
C 0.60872 2.37414 -3.67124 -0.2035
C 0.76540 -7.14371 -5.24767 -0.1766
C 2.82909 -1.25154 0.66123 -0.2108
C 1.24742 1.31325 -4.54609 -0.1712
C 7.68553 2.22617 -0.17725 -0.2037
C -1.04419 5.77170 4.15831 -0.2156
C -2.91126 -1.13478 0.93422 -0.1895
C 7.16400 4.10861 1.13450 -0.1779
C -1.91826 3.14643 0.58895 -0.2611
C -6.90090 0.76665 -1.52588 -0.0008
C 4.83412 -0.71522 -0.40193 -0.1883
C -1.25444 5.74598 5.65953 -0.1764
C -2.62255 -5.72694 -1.26126 -0.1789
C -6.52851 1.32915 2.38087 -0.0378
C -1.27512 -7.78263 -4.26498 -0.2045
C -4.58321 3.40304 0.46508 0.0001
C 3.94672 -2.00742 1.35289 -0.1730
C -2.05865 -5.18937 0.95938 -0.2069
C 5.15510 -1.16624 1.00727 -0.1702
C 1.52030 0.73518 -2.28028 -0.1994
H 0.64110 3.17410 -0.54570 0.0213
H 5.27869 0.25305 -0.64277 0.1055
H 5.31711 3.00873 1.42224 0.1176
H 6.10069 -1.70616 1.07657 0.1215
H 7.41832 1.68606 -1.08868 0.1126
H 0.71108 1.15510 -5.48320 0.1170
H 4.05112 -3.00530 0.91372 0.1167
H 2.27763 1.59646 -4.78487 0.1203
H 8.30747 4.24743 -0.73069 0.1160
H -0.18048 5.23457 0.34072 -0.0223
H -1.49869 6.66275 3.71052 0.1151
H -6.15376 0.31345 2.75501 0.1023
H -2.25154 -1.04998 3.06656 0.1076
H -5.98981 0.53656 -2.17296 0.0917
H 8.10170 4.20562 1.69139 0.1179
H -3.05281 -6.44772 -1.95756 0.1144
H -7.66763 1.44938 2.53334 0.1207
H -0.12377 -5.17352 -5.07066 0.1170
H -4.61403 -5.26101 -0.54046 0.1213
H 0.18134 6.35154 7.19878 0.1183
H -0.48360 2.35255 -3.75313 0.1150
H -7.38470 1.77938 -1.72967 0.0858
H 1.45304 -7.73990 -4.63889 0.1177
H -6.04639 2.13270 3.06040 0.1150
H 6.61110 5.04451 1.23179 0.1150
H -0.99669 -8.54209 -3.52627 0.1199
H 0.86979 4.31517 2.40192 -0.0424
H 1.08126 0.16780 -1.45696 0.1102
H -3.80289 -3.89258 -1.33180 0.1147
H -1.84023 -5.17068 -1.78543 0.1080
H 1.98174 -0.65136 -3.90477 0.1204
H -2.17069 -5.50751 1.99840 0.1213
H 0.25537 -0.35911 -3.63456 0.1147
H -1.27274 1.00950 1.16887 0.1059
H 5.17298 -1.44895 -1.14141 0.1208
H -1.18225 4.71767 6.02896 0.1190
H 2.00645 -1.90390 0.35644 0.1107
H 1.75418 6.93358 5.03870 0.1203
H 1.29933 -6.81262 -6.13997 0.1162
H 0.95611 3.38160 -3.91243 0.1193
H -1.44753 4.88688 3.65903 0.1005
H -1.14091 -4.59670 0.87225 0.1116
H 2.59285 0.83590 -2.10020 0.1119
H 5.20628 -0.29956 1.67367 0.1107
H 6.57797 3.91433 -0.92132 0.1155
H 8.72961 2.00339 0.06735 0.1199
H -3.48680 -2.13015 0.73890 0.1306
H 1.52880 5.24012 5.52480 0.1223
H -1.73414 -2.58850 2.20859 0.0702
H -0.29011 7.62004 6.05657 0.1184
H 3.78285 -2.12209 2.42581 0.1163
H 6.51440 2.74308 2.70781 0.1188
H -2.47944 -0.81948 -0.07321 0.1385
H -2.35375 -7.83579 -4.42960 0.1177
H -1.06084 -6.78796 -0.14790 0.1194
H -7.68374 -0.04243 -1.77444 0.1030
H -0.28347 -8.98992 -5.79385 0.1175
H -2.22260 6.15018 5.96027 0.1159
H -5.49078 4.08975 0.28504 0.1368
H -0.77323 -1.05826 1.85674 0.0761
H -2.72375 -7.14230 0.34934 0.1205
H 0.93952 -5.60163 -3.71307 0.1170
H 2.42782 -0.46019 1.30468 0.1169
H -1.02358 -7.49196 -6.38208 0.1177
```

Molecular formula: C26H18Cl2N4O3RuSe2
Method: DFT, the ωB97M-V functional and the def2-TZVPD basis

Its total energy is -7263.94145 a.u. As for the total charge: +2. Its expectation value of S² is 6.0498. The value obtained for the HOMO-LUMO gap (alpha / beta) is 7.081 / 5.278 eV. Its spin multiplicity is 5. As for the energy above the lowest of the compared OMol25 structures with the same formula, charge and spin: 0.00 kJ/mol.

XYZ file:
```
56
Properties=species:S:1:pos:R:3:lowdin_spin:R:1
Ru -0.04100 0.51316 -0.00576 2.3569
Se -2.24277 3.44206 -0.63397 0.0041
Se -0.90013 2.53372 -2.31994 0.0438
Cl 6.06540 -1.64006 -4.37784 0.1090
Cl 1.09997 -3.47619 -3.62015 0.0717
O 1.88140 1.15483 -0.66031 0.0546
O 0.93312 -1.19427 -1.80255 0.2655
O -1.69395 0.34203 0.90004 0.1221
N 0.69423 -0.97942 1.18248 0.0575
N -1.50908 -0.07673 -1.66717 0.0870
N 0.85072 -2.52389 2.71104 0.0093
N -0.01671 2.56579 0.92727 0.0835
C 4.54683 -1.51002 -3.64397 0.2003
C -2.09386 -1.26799 -1.77106 0.0077
C 2.32612 -2.35297 -3.31135 0.1671
C -3.32961 0.00226 2.50480 0.0192
C 0.93447 2.73299 1.85642 0.0136
C 0.17885 4.92340 2.37215 0.0003
C 0.05731 -1.56748 2.19994 0.0232
C -0.85764 3.57668 0.68694 0.0092
C 1.06419 3.88346 2.60689 0.0029
C -3.26372 -0.59136 -3.73604 -0.0021
C -1.79724 0.86560 -2.56495 0.0100
C -2.97984 -1.56466 -2.79218 0.0036
C 1.93672 -1.59510 1.07086 0.0065
C -2.66315 0.65580 -3.62249 0.0035
C -3.01815 -1.53685 4.33133 0.0273
C -3.80447 -0.60854 3.64240 -0.0014
C -0.78350 4.77166 1.38808 0.0032
C 2.89976 0.85139 -1.27343 0.0179
C 4.30400 -0.42638 -2.76587 0.0673
C -1.25907 -1.23407 2.69948 0.0251
C 2.02351 -1.26753 -2.37141 0.0655
C -2.05046 -0.30064 2.02367 0.0005
C 3.08766 -0.29410 -2.14915 0.0847
C -1.76389 -1.84226 3.86063 -0.0020
C 2.03883 -2.55192 2.01443 0.0166
C 3.55417 -2.45921 -3.91275 -0.0402
H 5.09806 0.29297 -2.60495 -0.0006
H 1.60288 1.89367 2.01097 0.0039
H 2.66087 -1.30150 0.33597 0.0010
H 0.24685 5.84742 2.93018 0.0000
H 3.76032 -3.27193 -4.59595 -0.0042
H -3.43541 -2.54316 -2.84134 0.0005
H -2.86722 1.44836 -4.32800 0.0013
H -3.39100 -2.00880 5.22883 0.0014
H -3.92220 0.72191 1.95686 0.0006
H 2.83018 -3.23793 2.25736 0.0012
H -1.16557 -2.55502 4.41392 -0.0007
H -1.83623 -1.99783 -1.01371 0.0013
H 3.76766 1.51446 -1.16401 -0.0008
H 1.84320 3.95373 3.35175 0.0003
H 0.60744 -3.12783 3.47858 0.0004
H -3.95063 -0.79309 -4.54687 -0.0001
H -1.46483 5.57582 1.14747 0.0008
H -4.79337 -0.36443 4.00641 -0.0007
```

Which formula does entry 5 have?
C26H18Cl2N4O3RuSe2